{
  "formula": "C38H101F3N5O21V",
  "method": "the ωB97M-V functional and the def2-TZVPD basis",
  "gap_ev": [3.87, 2.16],
  "max_force_ev_per_a": 7.55,
  "e_lumo_ev": [-7.58, -9.29],
  "spin_multiplicity": 3,
  "total_charge": 2,
  "species": ["O", "V", "C", "O", "O", "C", "F", "F", "F", "C", "C", "H", "H", "H", "H", "H", "H", "C", "O", "C", "C", "N", "C", "C", "O", "C", "H", "H", "H", "H", "H", "H", "H", "H", "H", "H", "H", "H", "H", "H", "H", "C", "O", "C", "C", "N", "C", "C", "O", "C", "H", "H", "H", "H", "H", "H", "H", "H", "H", "H", "H", "H", "H", "H", "H", "C", "O", "C", "C", "N", "C", "C", "O", "C", "H", "H", "H", "H", "H", "H", "H", "H", "H", "H", "H", "H", "H", "H", "H", "C", "O", "C", "C", "N", "C", "C", "O", "C", "H", "H", "H", "H", "H", "H", "H", "H", "H", "H", "H", "H", "H", "H", "H", "C", "O", "C", "C", "N", "C", "C", "O", "C", "H", "H", "H", "H", "H", "H", "H", "H", "H", "H", "H", "H", "H", "H", "H", "O", "H", "H", "O", "H", "H", "O", "H", "H", "O", "H", "H", "C", "C", "O", "O", "H", "H", "H", "H", "H", "H", "C", "C", "O", "O", "H", "H", "H", "H", "H", "H"],
  "positions_angstrom": [[3.05735, -0.57501, -3.83066], [1.84775, -1.39187, -4.52092], [0.09301, -0.66997, -1.46852], [-1.00609, -1.47690, -0.97985], [0.74810, -1.50897, -2.37401], [-0.36825, 0.77607, -1.84164], [-0.66605, 1.46634, -0.76383], [0.64909, 1.42056, -2.47726], [-1.44324, 0.86729, -2.65943], [-1.39392, -1.33509, 0.43945], [-2.54533, -2.29932, 0.68470], [-3.40797, -2.06813, 0.05979], [-2.28356, -3.35712, 0.70989], [-2.81376, -2.12129, 1.72603], [-1.63523, -0.29516, 0.65948], [-0.54790, -1.62418, 1.06296], [0.73987, -0.57135, -0.59677], [3.78674, -0.64867, 1.51819], [4.10876, -1.98854, 1.41392], [2.97814, -2.84997, 1.43999], [3.40700, -4.24677, 1.00037], [3.56503, -4.29802, -0.49522], [3.92497, -5.66069, -0.92839], [5.39105, -6.00962, -0.56159], [6.36100, -5.38978, -1.39067], [7.68235, -5.82771, -1.04042], [3.09076, -0.31526, 0.74842], [4.69376, -0.06762, 1.35145], [3.42600, -0.38492, 2.51238], [2.11992, -2.52379, 0.85246], [2.52161, -2.84807, 2.42977], [2.68089, -4.98677, 1.33691], [4.38614, -4.42464, 1.44506], [4.40944, -3.75559, -0.60851], [3.63609, -5.86264, -1.95983], [3.28961, -6.35237, -0.37522], [5.45097, -7.09300, -0.45769], [5.56613, -5.66236, 0.45668], [7.82149, -6.89242, -0.85302], [7.84033, -5.43337, -0.03661], [8.34140, -5.36708, -1.77634], [0.48616, 4.64144, -5.47455], [-0.50442, 5.23635, -4.65379], [-1.01213, 4.36936, -3.58090], [-1.29767, 5.01988, -2.22494], [-2.44720, 5.98234, -2.13851], [-2.65917, 6.44918, -0.77148], [-3.76566, 7.53593, -0.70676], [-3.23855, 8.76562, -1.22422], [-4.26514, 9.72258, -1.57768], [0.23504, 3.59842, -5.66726], [1.46333, 4.71753, -4.99763], [0.55869, 5.02019, -6.49405], [-0.21960, 3.67356, -3.30542], [-1.86435, 3.75138, -3.86358], [-0.43865, 5.68128, -2.11207], [-1.43096, 4.34252, -1.38143], [-2.11468, 6.74708, -2.70835], [-1.74403, 6.81979, -0.30967], [-3.05845, 5.69237, -0.09627], [-4.14429, 7.69658, 0.30266], [-4.57062, 7.18495, -1.35247], [-4.99354, 9.75855, -0.76760], [-4.71245, 9.35871, -2.50269], [-3.92082, 10.74930, -1.70175], [1.42731, 1.78353, 2.29908], [0.75039, 1.86317, 3.52626], [1.11699, 3.03479, 4.26835], [0.48734, 3.09850, 5.68110], [-0.96509, 3.21614, 5.57234], [-1.62247, 3.20800, 6.84341], [-3.11262, 3.76550, 6.79268], [-3.92109, 2.70351, 6.37718], [-5.27457, 3.03581, 6.44019], [1.30959, 0.72774, 2.05506], [2.49621, 1.98724, 2.36276], [0.92630, 2.33321, 1.50225], [0.97387, 3.95462, 3.70133], [2.18620, 3.12011, 4.46231], [0.82339, 3.94817, 6.27545], [0.76029, 2.21976, 6.26540], [-1.21474, 2.44549, 4.96912], [-1.01922, 3.81134, 7.52177], [-1.69244, 2.17539, 7.18538], [-3.19144, 4.64976, 6.16025], [-3.43058, 4.14800, 7.76257], [-5.63116, 2.90782, 7.46222], [-5.82836, 2.34982, 5.79922], [-5.42528, 4.01679, 5.98958], [4.93374, 3.66670, 0.49329], [4.65912, 2.93154, -0.68050], [3.38968, 3.14115, -1.26010], [3.38159, 4.47225, -2.07394], [4.19371, 4.28197, -3.31757], [4.63663, 5.54188, -4.00118], [5.69245, 6.27674, -3.19295], [6.86405, 5.43059, -2.90130], [7.88166, 6.09902, -2.11517], [4.16634, 3.50086, 1.24940], [4.90806, 4.71877, 0.20940], [5.92302, 3.44397, 0.89306], [2.61445, 3.19956, -0.49609], [3.19722, 2.34993, -1.98469], [3.81287, 5.23127, -1.42127], [2.37757, 4.73731, -2.40532], [5.03419, 3.78556, -3.05820], [3.82768, 6.24247, -4.20826], [5.08410, 5.33140, -4.97256], [5.29257, 6.60370, -2.23311], [6.01240, 7.14163, -3.77406], [8.25469, 7.03936, -2.52101], [8.78386, 5.49467, -2.02092], [7.52474, 6.33371, -1.11236], [-0.53319, -3.87787, 3.07298], [-0.41837, -4.56676, 1.82134], [-0.01881, -5.96814, 1.90456], [0.06595, -6.51948, 0.50658], [-1.08989, -6.08795, -0.34914], [-2.31491, -6.87504, 0.03412], [-3.63317, -6.16862, -0.40352], [-3.89280, -4.98544, 0.32043], [-5.30542, -4.59155, 0.11695], [0.40587, -3.43767, 3.40835], [-0.95427, -4.49574, 3.86610], [-1.08107, -2.94656, 2.92955], [-0.79709, -6.48796, 2.46328], [0.95592, -6.14783, 2.35814], [0.11540, -7.60763, 0.46659], [1.03061, -6.26687, 0.06647], [-1.27891, -5.19630, 0.08599], [-2.43082, -6.87655, 1.11794], [-2.26574, -7.87658, -0.39320], [-4.41015, -6.92212, -0.27454], [-3.60881, -5.96369, -1.47380], [-5.67553, -4.66175, -0.90588], [-5.38341, -3.52337, 0.31946], [-6.04274, -5.09946, 0.73863], [1.07439, -4.20908, -1.72625], [1.93338, -4.25541, -1.30648], [0.90366, -3.27198, -1.82073], [2.75211, -3.27797, -3.73606], [2.43505, -3.80646, -3.00365], [3.59019, -3.67490, -3.97332], [-1.59188, -4.03389, -2.63895], [-2.50678, -3.75281, -2.62502], [-1.09014, -3.22111, -2.57668], [0.91866, 0.49064, -5.20432], [1.55356, 1.20683, -5.19132], [0.09376, 0.90574, -5.45626], [-6.09332, -5.12722, 3.89474], [-4.87641, -4.32272, 3.44796], [-3.96380, -5.18394, 2.85027], [-6.90174, -4.26896, 4.65713], [-5.74844, -5.95296, 4.51707], [-6.66137, -5.51117, 3.04739], [-4.30818, -3.85787, 4.25365], [-5.20120, -3.58980, 2.70942], [-3.92815, -5.12263, 1.89290], [-7.54145, -3.92453, 4.02963], [-5.37701, -0.95133, -2.33228], [-4.08898, -1.60690, -2.94845], [-4.15209, -3.02948, -3.00666], [-6.35170, -0.88550, -3.38977], [-5.23160, 0.09286, -2.05547], [-5.71604, -1.54912, -1.48622], [-3.22209, -1.25978, -2.38619], [-3.91567, -1.16221, -3.92839], [-4.79502, -3.31393, -3.66037], [-6.64985, -1.78281, -3.55564]],
  "atomic_forces_ev_per_a": [[-3.3, -2.1, -2.8], [2.5, 2.3, 6.7], [-0.6, -2.0, 1.0], [0.0, 1.3, 0.0], [0.3, 1.2, -2.6], [0.3, -0.8, -1.6], [0.0, 0.3, 0.9], [-0.1, -0.1, 0.2], [0.5, -0.5, 0.1], [0.3, -0.8, -1.3], [0.3, 0.7, 0.8], [0.1, -0.2, -0.1], [0.2, 0.3, -0.7], [-0.5, 0.2, 0.2], [-0.3, 0.0, -0.1], [0.3, 0.0, 0.0], [0.5, 0.6, 0.1], [0.6, 0.9, 0.0], [-0.4, -0.9, -0.6], [-0.2, -0.4, 0.3], [0.0, 0.8, -0.6], [0.1, -0.2, 0.9], [0.8, -0.2, 0.8], [-0.8, 0.2, 0.1], [-0.5, -1.3, -0.4], [-0.6, 1.1, 0.9], [-0.4, -0.1, -0.1], [0.1, -0.1, 0.0], [-0.3, -0.1, 0.2], [0.2, 0.4, -0.8], [0.4, -0.3, 0.6], [0.0, 0.0, -0.1], [-0.2, -0.3, 0.4], [0.1, 0.5, -0.6], [0.4, 0.3, -0.3], [0.0, -0.1, 0.2], [0.5, -0.3, -0.7], [0.0, 0.1, 0.3], [-0.3, -0.3, -1.0], [0.6, 0.5, 0.1], [0.1, -0.4, 0.2], [-0.2, -0.6, 0.4], [-1.0, -0.2, 0.9], [0.5, -0.5, 0.1], [-0.5, 2.5, -0.5], [0.3, -1.2, -0.3], [-0.9, 1.0, 0.1], [1.1, 0.4, -1.1], [0.0, 0.5, 0.1], [0.1, -1.1, 0.4], [0.0, -0.5, 0.3], [0.2, -0.2, 0.0], [-0.4, 0.8, 0.3], [0.3, -0.2, -0.3], [-0.2, 0.2, -0.7], [0.8, -0.4, 0.8], [0.4, -0.5, -0.4], [-0.5, 0.5, 0.0], [0.3, 0.3, 0.1], [0.2, -0.7, -0.3], [0.0, -0.1, 0.2], [-0.3, 0.0, 0.0], [-0.3, -0.1, -0.1], [-0.4, 0.3, 0.0], [0.7, -0.4, -0.1], [-0.3, -1.4, -0.7], [0.0, 1.6, 2.0], [0.7, 0.1, 0.3], [0.0, 1.4, -1.9], [1.6, -2.9, 1.9], [-1.9, 2.3, 0.2], [0.7, -0.7, 0.2], [1.4, -0.1, -0.3], [-1.0, -0.3, -0.6], [0.2, 0.0, -0.3], [0.0, 0.3, 0.1], [0.1, 0.5, 0.1], [-0.8, 0.1, -0.1], [0.4, -0.7, -0.1], [0.4, 0.1, -0.2], [-0.4, -0.5, 0.0], [-1.2, 0.2, -1.2], [-0.1, -0.1, 0.1], [0.0, -0.3, 0.0], [0.2, 0.0, -0.6], [0.4, -0.3, 0.5], [-0.2, 0.5, 0.0], [0.1, -0.2, 0.1], [-0.3, 0.3, 0.5], [-0.4, 0.7, -0.8], [0.4, -1.1, 0.0], [0.3, 1.6, -0.8], [0.9, -0.9, -0.8], [-0.6, 0.7, -0.1], [0.7, -0.8, 1.0], [1.3, -0.3, 0.5], [-0.3, 0.9, -0.1], [-0.5, 0.0, -0.2], [-0.1, -0.1, 0.2], [0.2, 0.3, 0.5], [-0.1, -0.3, -0.3], [-0.2, -0.2, 0.2], [0.0, -0.3, 0.3], [-0.3, 0.4, 0.0], [-0.1, 0.1, 0.3], [0.3, 0.0, 0.0], [-0.3, -0.2, 0.3], [-0.1, -0.5, 0.0], [-0.1, 0.2, 0.1], [0.1, 0.2, 0.1], [-0.4, 0.2, -0.5], [-0.4, -0.5, -0.2], [-0.2, -0.1, 0.2], [0.4, 0.1, -0.5], [0.7, -0.2, 0.7], [-0.6, 0.3, 0.2], [-0.7, -0.2, -1.3], [-0.1, -1.0, 1.3], [-0.1, 1.9, -0.1], [1.2, -1.6, -1.0], [-2.3, 0.2, -0.9], [0.7, 0.8, -0.2], [0.7, -0.6, 0.1], [-0.2, 0.0, -0.1], [-0.8, -0.4, -0.2], [0.1, 0.0, 0.3], [0.1, 0.4, 0.5], [-0.2, -0.2, 0.6], [-0.2, 0.7, -0.4], [-0.1, 0.7, -0.8], [0.2, -0.7, 0.3], [-0.1, 0.0, 0.1], [-0.4, 0.1, 0.4], [0.1, 0.3, -0.1], [0.6, -0.5, -0.3], [0.3, 0.0, 0.3], [0.5, -0.4, 0.3], [0.0, -0.6, -1.1], [0.8, 0.2, 1.0], [-0.4, 0.7, 0.2], [-0.1, 1.4, -1.9], [-1.6, -0.5, 1.2], [0.5, 0.1, -0.4], [0.4, -0.3, -0.3], [-0.5, 0.1, -0.1], [0.1, 0.2, 0.3], [0.6, -1.2, -0.1], [0.5, 0.4, 0.2], [-0.7, -0.2, 0.0], [0.9, 0.6, 0.5], [0.1, -0.7, -0.8], [1.1, -1.1, 0.7], [-0.9, 0.2, 0.2], [-0.1, -0.1, 0.0], [0.2, -0.2, -0.2], [-0.7, 0.3, 0.4], [-0.1, 0.6, 0.2], [0.0, 0.1, -0.4], [-0.2, 0.3, 0.4], [0.7, -0.6, -1.9], [-0.6, 1.3, 0.7], [-0.1, 0.5, 0.4], [-0.1, -0.2, 0.7], [0.3, -0.2, 0.2], [-0.1, 0.1, 0.1], [0.2, -0.8, 0.4], [-0.4, -0.1, -0.3], [0.0, 0.1, -0.2], [-0.3, 0.0, -0.1]]
}